*1*
Formula: C54H138N10O17
Source: OMol25
Level of theory: ωB97M-V/def2-TZVPD

Each line ends with the Löwdin charge.
Atoms and positions in Å:
C  2.418  -4.367  5.933  -0.083
O  1.409  -5.051  5.181  -0.214
C  0.118  -4.535  5.217  -0.248
C  -0.890  -5.579  4.703  -0.407
C  -0.415  -6.040  3.233  -0.044
N  -2.231  -5.057  4.662  0.038
H  2.370  -4.623  6.963  0.072
H  2.434  -3.318  5.762  0.057
H  3.403  -4.745  5.519  0.108
H  -0.070  -4.344  6.324  0.139
H  0.054  -3.576  4.685  0.101
H  -0.856  -6.416  5.425  0.137
H  -1.255  -6.645  2.883  0.047
H  0.543  -6.584  3.265  0.071
H  -0.335  -5.117  2.488  0.095
H  -2.361  -4.409  5.418  0.059
H  -2.366  -4.527  3.803  0.020
C  -4.294  -4.371  -3.014  -0.134
O  -3.426  -4.283  -1.911  -0.220
C  -3.888  -4.393  -0.556  -0.186
C  -2.705  -4.559  0.375  -0.417
C  -2.147  -5.988  0.318  -0.057
N  -2.968  -4.259  1.774  0.046
H  -4.788  -5.379  -3.229  0.108
H  -3.714  -4.264  -3.899  0.054
H  -5.039  -3.535  -3.010  0.093
H  -4.579  -3.526  -0.338  0.133
H  -4.574  -5.273  -0.657  0.133
H  -1.891  -3.912  0.011  0.134
H  -2.609  -6.631  1.098  0.085
H  -1.073  -6.048  0.519  0.060
H  -2.334  -6.351  -0.675  0.068
H  -3.394  -3.325  1.781  0.082
H  -3.689  -4.804  2.136  0.056
C  5.327  3.496  6.183  -0.116
O  4.164  2.760  6.380  -0.183
C  3.825  1.831  5.430  -0.217
C  2.297  1.527  5.534  -0.367
C  1.888  0.890  6.879  -0.040
N  1.890  0.662  4.393  0.100
H  5.123  4.482  6.766  0.124
H  5.538  3.800  5.157  0.072
H  6.196  2.948  6.508  0.077
H  3.984  2.161  4.428  0.101
H  4.404  0.969  5.634  0.118
H  1.797  2.484  5.545  0.096
H  0.824  0.978  6.988  0.032
H  2.277  1.351  7.813  0.081
H  2.196  -0.212  6.979  0.101
H  2.198  -0.259  4.639  0.051
H  2.317  1.011  3.619  0.002
C  3.834  5.300  2.425  -0.149
O  3.251  4.718  1.342  -0.185
C  1.855  4.772  1.480  -0.213
C  1.336  3.652  2.364  -0.199
N  -0.128  3.633  2.357  -0.055
C  -0.891  2.769  3.294  -0.192
C  -1.275  3.538  4.545  -0.225
O  -0.116  3.528  5.349  -0.236
C  -0.181  4.098  6.657  -0.081
H  3.684  4.745  3.380  0.086
H  3.444  6.289  2.575  0.079
H  4.914  5.416  2.225  0.103
H  1.522  4.622  0.466  0.106
H  1.563  5.765  1.848  0.129
H  1.633  3.779  3.440  0.124
H  1.717  2.725  1.961  0.091
H  -0.400  3.424  1.383  0.105
H  -0.410  1.838  3.523  0.082
H  -1.864  2.548  2.712  0.142
H  -2.042  2.933  5.046  0.102
H  -1.705  4.563  4.388  0.138
H  -0.579  5.098  6.682  0.081
H  0.793  4.269  7.052  0.070
H  -0.784  3.386  7.254  0.079
C  1.366  -5.127  -1.998  -0.117
O  2.518  -4.543  -2.575  -0.211
C  3.390  -4.012  -1.603  -0.214
C  4.626  -3.270  -2.236  -0.142
N  5.100  -2.348  -1.161  -0.056
C  4.515  -1.030  -1.157  -0.223
C  5.356  0.019  -0.450  -0.225
O  4.739  1.277  -0.376  -0.179
C  3.933  1.504  0.750  -0.103
H  1.698  -6.043  -1.464  0.087
H  0.656  -5.453  -2.807  0.104
H  0.851  -4.493  -1.263  0.077
H  3.798  -4.910  -1.018  0.139
H  2.889  -3.314  -0.914  0.090
H  4.290  -2.807  -3.161  0.109
H  5.366  -3.971  -2.408  0.084
H  6.106  -2.244  -1.174  0.103
H  3.511  -1.014  -0.650  0.112
H  4.264  -0.651  -2.192  0.127
H  6.330  0.235  -0.925  0.132
H  5.535  -0.240  0.601  0.122
H  4.567  1.631  1.636  0.093
H  3.359  0.668  1.054  0.056
H  3.446  2.420  0.659  0.043
C  -4.788  2.336  -3.024  -0.096
O  -3.498  2.923  -3.079  -0.205
C  -3.314  3.886  -2.040  -0.246
C  -2.005  4.669  -2.196  -0.208
N  -0.833  3.806  -2.107  -0.047
C  0.401  4.448  -2.652  -0.205
C  1.534  3.488  -2.585  -0.195
O  1.125  2.328  -3.400  -0.221
C  2.145  1.347  -3.378  -0.105
H  -4.812  1.892  -2.016  0.089
H  -4.960  1.553  -3.756  0.074
H  -5.558  3.084  -3.053  0.077
H  -3.506  3.433  -1.042  0.122
H  -4.153  4.602  -2.063  0.114
H  -2.001  5.398  -1.290  0.147
H  -2.054  5.120  -3.230  0.128
H  -0.990  2.956  -2.558  0.060
H  0.645  5.325  -2.005  0.128
H  0.242  4.838  -3.630  0.096
H  1.707  3.123  -1.556  0.117
H  2.481  3.954  -2.892  0.127
H  1.999  0.730  -4.257  0.072
H  2.196  0.785  -2.443  0.068
H  3.071  1.963  -3.514  0.100
C  -2.454  -1.214  4.347  -0.069
O  -2.932  -0.904  5.689  -0.177
C  -2.019  -0.043  6.369  -0.199
C  -2.476  0.128  7.850  -0.179
N  -1.785  1.229  8.488  -0.058
C  -2.291  1.508  9.798  -0.252
C  -1.535  2.518  10.523  -0.259
O  -0.218  2.081  10.709  -0.173
C  0.753  3.028  10.363  -0.112
H  -3.317  -1.578  3.862  0.069
H  -1.600  -1.921  4.324  0.080
H  -2.166  -0.330  3.858  0.052
H  -1.956  0.886  5.881  0.086
H  -1.075  -0.479  6.394  0.091
H  -2.299  -0.852  8.362  0.128
H  -3.550  0.304  7.961  0.119
H  -0.795  1.110  8.442  0.087
H  -2.235  0.634  10.469  0.130
H  -3.341  1.765  9.716  0.126
H  -2.031  2.634  11.500  0.128
H  -1.534  3.540  10.008  0.143
H  0.514  4.059  10.573  0.083
H  0.964  3.022  9.293  0.061
H  1.637  2.674  10.892  0.095
C  0.269  -2.038  -3.845  -0.088
O  0.424  -1.712  -2.500  -0.191
C  -0.623  -1.025  -1.857  -0.225
C  -0.142  -0.516  -0.527  -0.204
N  0.352  -1.576  0.315  -0.031
C  0.715  -1.112  1.626  -0.217
C  1.502  -2.242  2.284  -0.160
O  2.600  -2.584  1.332  -0.235
C  3.487  -3.506  2.037  -0.069
H  -0.718  -2.503  -3.982  0.093
H  1.012  -2.741  -4.142  0.076
H  0.278  -1.169  -4.438  0.051
H  -1.527  -1.667  -1.755  0.132
H  -0.824  -0.178  -2.450  0.094
H  -1.001  0.004  -0.012  0.142
H  0.659  0.229  -0.761  0.118
H  1.132  -2.066  -0.125  0.090
H  -0.078  -0.892  2.297  0.091
H  1.393  -0.219  1.691  0.105
H  0.950  -3.170  2.339  0.100
H  1.911  -1.893  3.233  0.095
H  2.993  -4.387  2.384  0.078
H  3.971  -2.962  2.799  0.070
H  4.236  -3.845  1.355  0.066
C  -4.013  5.121  -8.726  -0.176
O  -3.565  3.866  -8.954  -0.187
C  -4.663  2.974  -9.139  -0.264
C  -4.210  1.604  -9.383  -0.233
N  -3.377  0.981  -8.359  -0.057
C  -4.095  0.784  -7.142  -0.245
C  -3.371  -0.141  -6.233  -0.212
O  -4.203  -0.412  -5.091  -0.209
C  -3.497  -1.181  -4.166  -0.130
H  -3.188  5.721  -8.345  0.085
H  -4.925  5.177  -8.053  0.103
H  -4.366  5.542  -9.718  0.102
H  -5.231  3.332  -10.059  0.140
H  -5.441  3.066  -8.330  0.129
H  -3.655  1.590  -10.329  0.124
H  -5.182  1.043  -9.514  0.136
H  -2.562  1.619  -8.219  0.103
H  -5.129  0.376  -7.389  0.146
H  -4.272  1.783  -6.610  0.141
H  -2.459  0.339  -5.786  0.115
H  -3.071  -1.121  -6.756  0.149
H  -3.398  -2.208  -4.558  0.080
H  -4.125  -1.281  -3.270  0.091
H  -2.557  -0.729  -3.864  0.063
C  -0.795  3.257  -6.366  -0.131
O  -0.701  2.152  -7.216  -0.226
C  0.241  1.192  -6.655  -0.201
C  0.749  0.262  -7.690  -0.234
N  -0.195  -0.747  -8.080  -0.053
C  0.369  -1.808  -8.942  -0.171
C  1.415  -2.683  -8.172  -0.241
O  2.694  -2.118  -8.135  -0.221
C  3.595  -3.070  -7.602  -0.103
H  -1.608  3.941  -6.770  0.096
H  0.186  3.807  -6.268  0.100
H  -1.191  2.953  -5.367  0.085
H  -0.254  0.667  -5.733  0.135
H  1.161  1.807  -6.388  0.131
H  1.594  -0.309  -7.355  0.103
H  1.112  0.810  -8.554  0.129
H  -1.004  -0.349  -8.567  0.098
H  0.881  -1.467  -9.829  0.107
H  -0.433  -2.484  -9.250  0.115
H  1.536  -3.654  -8.762  0.133
H  1.036  -2.857  -7.198  0.102
H  4.644  -2.737  -7.698  0.093
H  3.407  -4.037  -8.095  0.082
H  3.330  -3.126  -6.504  0.099

net charge: 0
frontier orbital gap: 9.11 eV

=====

*2*
Formula: C54H138N10O17
Source: OMol25
Level of theory: ωB97M-V/def2-TZVPD

Each line ends with the Löwdin charge.
Atoms and positions in Å:
C  -4.891  -4.890  -3.625  -0.146
O  -3.922  -3.962  -3.707  -0.161
C  -3.382  -3.880  -4.962  -0.251
C  -2.547  -2.634  -5.049  -0.460
C  -3.401  -1.399  -5.023  -0.047
N  -1.658  -2.689  -6.191  0.061
H  -4.490  -5.907  -3.812  0.088
H  -5.719  -4.751  -4.332  0.098
H  -5.249  -4.909  -2.599  0.086
H  -2.736  -4.755  -5.186  0.122
H  -4.138  -3.948  -5.775  0.140
H  -1.953  -2.757  -4.134  0.107
H  -2.861  -0.443  -5.107  0.066
H  -4.014  -1.338  -4.117  0.062
H  -4.046  -1.330  -5.914  0.092
H  -2.235  -2.695  -7.038  0.080
H  -1.143  -1.807  -6.252  0.067
C  1.069  -2.421  5.898  -0.078
O  2.158  -1.671  6.385  -0.175
C  2.221  -0.384  5.955  -0.290
C  3.077  0.360  6.890  -0.418
C  2.469  0.319  8.300  -0.061
N  3.156  1.801  6.470  0.042
H  1.071  -3.433  6.296  0.076
H  1.215  -2.373  4.809  0.088
H  0.062  -2.068  6.191  0.099
H  2.621  -0.336  4.912  0.106
H  1.234  0.095  5.806  0.142
H  4.089  -0.073  6.982  0.142
H  1.415  0.608  8.304  0.084
H  3.034  0.869  9.056  0.073
H  2.481  -0.712  8.690  0.080
H  3.688  1.956  5.614  0.041
H  3.601  2.350  7.194  0.061
C  0.114  -0.371  1.112  -0.128
O  -0.819  -1.061  0.375  -0.183
C  -1.423  -0.307  -0.652  -0.221
C  -0.487  0.223  -1.678  -0.410
C  -1.174  1.280  -2.552  -0.057
N  -0.067  -0.853  -2.614  0.072
H  1.091  -0.234  0.636  0.081
H  0.312  -0.886  2.055  0.086
H  -0.286  0.612  1.418  0.087
H  -2.177  -0.951  -1.113  0.119
H  -2.019  0.521  -0.209  0.120
H  0.400  0.717  -1.274  0.119
H  -1.321  2.252  -2.069  0.063
H  -2.159  0.886  -2.846  0.071
H  -0.602  1.514  -3.452  0.066
H  0.442  -1.604  -2.135  0.059
H  -0.893  -1.289  -3.024  0.050
C  -0.461  6.506  -0.772  -0.096
O  0.760  6.032  -1.296  -0.185
C  0.689  4.993  -2.269  -0.208
C  1.549  3.827  -1.849  -0.198
N  1.193  3.342  -0.533  -0.032
C  2.280  3.098  0.329  -0.215
C  1.806  3.388  1.736  -0.256
O  1.025  4.498  1.775  -0.222
C  1.788  5.671  1.902  -0.077
H  -0.376  7.606  -0.723  0.096
H  -0.547  6.233  0.287  0.056
H  -1.300  6.237  -1.401  0.089
H  1.020  5.370  -3.254  0.123
H  -0.361  4.713  -2.472  0.113
H  2.598  4.157  -1.913  0.120
H  1.493  2.961  -2.524  0.107
H  0.642  4.046  -0.047  0.066
H  3.149  3.786  0.272  0.123
H  2.604  2.070  0.234  0.088
H  2.606  3.425  2.490  0.121
H  1.211  2.547  2.130  0.123
H  1.100  6.511  1.820  0.085
H  2.539  5.740  1.111  0.096
H  2.238  5.720  2.902  0.100
C  2.375  2.304  -5.964  -0.132
O  3.221  2.531  -7.028  -0.185
C  2.620  2.568  -8.307  -0.206
C  2.341  1.166  -8.906  -0.156
N  1.033  0.483  -8.644  -0.054
C  -0.151  1.132  -9.092  -0.260
C  -1.389  0.601  -8.383  -0.216
O  -1.355  1.040  -7.034  -0.213
C  -1.781  2.380  -6.828  -0.101
H  1.859  1.333  -5.975  0.082
H  1.486  2.983  -6.002  0.091
H  2.886  2.501  -5.034  0.082
H  3.424  2.974  -8.928  0.123
H  1.737  3.206  -8.300  0.109
H  3.090  0.531  -8.429  0.120
H  2.440  1.195  -9.992  0.111
H  0.941  0.298  -7.657  0.084
H  -0.314  1.068  -10.187  0.126
H  -0.179  2.235  -8.982  0.097
H  -1.394  -0.488  -8.440  0.113
H  -2.273  0.928  -8.953  0.126
H  -2.890  2.399  -6.759  0.094
H  -1.501  3.102  -7.598  0.081
H  -1.447  2.691  -5.840  0.076
C  -3.094  5.442  8.977  -0.108
O  -2.632  5.647  7.678  -0.179
C  -2.980  6.866  7.149  -0.286
C  -3.545  6.657  5.794  -0.243
N  -2.532  6.167  4.879  -0.062
C  -3.042  5.856  3.562  -0.213
C  -1.982  5.075  2.789  -0.181
O  -2.689  4.410  1.729  -0.187
C  -1.959  3.549  0.953  -0.133
H  -3.218  6.406  9.503  0.086
H  -2.401  4.805  9.495  0.084
H  -4.140  5.092  8.937  0.095
H  -2.036  7.426  7.063  0.131
H  -3.629  7.525  7.735  0.123
H  -3.960  7.615  5.437  0.126
H  -4.435  5.996  5.899  0.131
H  -2.201  5.314  5.348  0.115
H  -3.221  6.782  2.998  0.123
H  -4.002  5.316  3.596  0.124
H  -1.589  4.280  3.427  0.127
H  -1.234  5.748  2.369  0.103
H  -1.297  4.044  0.242  0.057
H  -2.700  2.912  0.488  0.087
H  -1.281  2.938  1.572  0.082
C  -3.079  -8.540  -5.269  -0.092
O  -2.693  -7.669  -4.194  -0.203
C  -1.357  -7.302  -4.247  -0.280
C  -0.902  -6.766  -2.904  -0.184
N  0.308  -5.922  -2.962  -0.057
C  0.103  -4.559  -3.458  -0.206
C  1.415  -3.755  -3.549  -0.213
O  1.910  -3.481  -2.241  -0.239
C  3.219  -2.948  -2.193  -0.105
H  -4.132  -8.807  -5.141  0.084
H  -2.499  -9.478  -5.257  0.088
H  -3.020  -8.036  -6.251  0.092
H  -1.093  -6.563  -5.036  0.116
H  -0.766  -8.200  -4.538  0.123
H  -0.720  -7.571  -2.187  0.118
H  -1.743  -6.157  -2.536  0.123
H  1.061  -6.391  -3.456  0.111
H  -0.563  -3.949  -2.849  0.112
H  -0.207  -4.612  -4.524  0.105
H  1.059  -2.779  -3.943  0.107
H  2.187  -4.193  -4.196  0.127
H  3.276  -2.235  -1.377  0.066
H  3.479  -2.450  -3.139  0.091
H  3.949  -3.760  -2.053  0.092
C  2.321  -6.448  6.967  -0.166
O  1.810  -6.142  5.763  -0.206
C  0.523  -6.679  5.597  -0.231
C  -0.130  -6.026  4.397  -0.233
N  0.052  -6.674  3.127  -0.044
C  1.500  -6.695  2.870  -0.199
C  2.021  -5.335  2.397  -0.225
O  1.019  -4.822  1.573  -0.207
C  1.291  -3.602  0.915  -0.070
H  3.365  -6.164  7.048  0.092
H  2.247  -7.531  7.163  0.095
H  1.763  -5.965  7.786  0.093
H  -0.131  -6.522  6.470  0.124
H  0.538  -7.779  5.458  0.138
H  0.187  -4.974  4.380  0.110
H  -1.205  -6.097  4.600  0.120
H  -0.270  -6.010  2.417  0.100
H  1.712  -7.464  2.109  0.116
H  2.097  -7.043  3.716  0.106
H  2.984  -5.455  1.879  0.128
H  2.173  -4.662  3.261  0.114
H  0.389  -3.260  0.420  0.085
H  1.970  -3.813  0.074  0.075
H  1.753  -2.845  1.557  0.086
C  4.362  0.178  0.410  -0.171
O  3.661  0.239  1.584  -0.196
C  4.487  0.106  2.747  -0.185
C  5.271  1.353  3.034  -0.177
N  6.716  1.205  2.628  -0.064
C  7.368  2.448  2.665  -0.250
C  7.485  3.127  4.056  -0.204
O  8.723  3.858  4.082  -0.213
C  9.160  4.216  5.402  -0.111
H  5.145  0.949  0.274  0.092
H  3.739  0.317  -0.477  0.079
H  4.928  -0.757  0.255  0.094
H  5.143  -0.773  2.669  0.133
H  3.763  -0.112  3.534  0.087
H  5.259  1.523  4.137  0.104
H  4.854  2.250  2.581  0.117
H  7.147  0.619  3.343  0.115
H  6.915  3.115  1.918  0.122
H  8.399  2.420  2.287  0.122
H  7.566  2.368  4.847  0.116
H  6.669  3.843  4.221  0.122
H  10.152  4.645  5.344  0.080
H  9.220  3.331  6.086  0.087
H  8.420  4.853  5.931  0.088
C  -3.861  -1.516  1.495  -0.131
O  -5.104  -1.533  0.914  -0.186
C  -5.076  -2.285  -0.284  -0.231
C  -6.305  -2.001  -1.063  -0.212
N  -6.307  -0.790  -1.888  -0.039
C  -6.297  0.461  -1.111  -0.217
C  -6.016  1.640  -1.929  -0.294
O  -5.992  2.728  -1.079  -0.172
C  -5.598  3.926  -1.736  -0.101
H  -3.935  -1.357  2.567  0.093
H  -3.229  -0.740  1.058  0.064
H  -3.304  -2.455  1.347  0.098
H  -5.108  -3.349  0.007  0.133
H  -4.150  -2.037  -0.818  0.115
H  -7.166  -2.070  -0.387  0.131
H  -6.479  -2.796  -1.801  0.108
H  -5.522  -0.909  -2.529  0.082
H  -5.775  0.487  -0.147  0.121
H  -7.355  0.562  -0.802  0.133
H  -6.859  1.818  -2.623  0.134
H  -5.144  1.476  -2.590  0.122
H  -5.340  4.690  -1.008  0.083
H  -6.434  4.377  -2.327  0.092
H  -4.797  3.733  -2.465  0.082

net charge: 0
frontier orbital gap: 8.89 eV

=====

The structure with the least stability is *1*.